Computed, not measured: a molecular structure, C28H34FeGeN2PSe, with ωB97M-V/def2-TZVPD.

The geometry in XYZ format:
```
68
C28H34FeGeN2PSe ωB97M-V/def2-TZVPD
H 4.724 3.989 -1.813
Ge -4.581 -3.075 -1.689
C -1.708 4.259 1.473
C -0.954 5.265 0.791
C -0.625 -1.147 2.021
H -2.351 4.521 2.335
C -4.370 -5.071 -1.238
C 1.493 -0.455 1.163
C -0.016 3.456 -0.550
C 0.113 -0.464 1.050
C 3.636 2.268 -1.028
H -5.909 -2.007 0.199
H -4.571 -3.847 -4.191
H -4.820 0.449 -1.354
C 1.385 -1.622 3.272
H -1.968 6.846 1.578
C 2.177 -1.014 2.293
H -4.450 -5.212 -0.123
H -3.993 0.177 0.226
C 3.962 -3.689 -0.035
H -2.402 2.205 1.415
H 6.067 -4.238 -0.380
C -1.675 2.944 1.025
H 3.260 2.020 -2.033
H 5.063 3.183 2.437
H 1.876 -2.163 4.063
C -6.182 -2.449 -0.764
H -2.177 -3.001 -1.295
C 3.049 -2.633 -0.149
H -0.539 -2.221 3.913
H -5.199 -5.570 -1.772
H -5.816 -2.516 -3.873
H -0.614 7.351 0.758
H 3.574 1.230 2.167
C 3.842 1.795 1.303
H -6.602 -1.706 -1.478
H -2.875 -2.232 0.124
N -0.866 2.591 0.014
H 5.231 -0.007 -0.497
C -2.947 -2.299 -0.980
N -1.279 6.602 0.899
C 5.753 -2.114 -0.502
H 0.770 5.474 -0.544
Fe -0.575 0.634 -0.328
H -4.096 -2.069 -4.062
H 0.547 3.092 -1.410
H 3.256 -0.791 2.400
C 4.844 -1.057 -0.442
C 0.005 -1.661 3.162
C -3.903 0.576 -0.796
C 3.312 1.445 0.061
C 3.491 -1.340 -0.380
H 6.846 -1.868 -0.508
H -6.837 -3.305 -0.639
C 4.842 3.831 0.372
C 0.012 4.767 -0.118
H 5.386 4.736 0.538
C 4.622 2.949 1.442
H -1.659 -1.319 1.894
P 2.332 -0.011 -0.376
Se -2.501 -0.477 -1.733
H 1.992 -2.677 0.072
H -3.473 1.589 -0.839
H -3.422 -5.440 -1.689
C -4.778 -2.834 -3.689
H 3.569 -4.681 0.084
C 4.373 3.467 -0.907
C 5.325 -3.430 -0.336
```

The energy relative to the best compared isomer or geometry (same formula, charge and spin) is 0.623 eV. The net charge is +2. As for the expectation value of S²: 8.7751. The calculation puts the calculated total energy at -198088.687 eV. The HOMO-LUMO gap (alpha / beta) is 8.481 / 5.301 eV. Its multiplicity is 6.